The following is a DFT calculation (ωB97M-V/def2-TZVPD) of a cluster of 4 separate species, H8O4 in total.

The geometry in XYZ format:
```
12
Properties=species:S:1:pos:R:3:nbo_charge:R:1
O -28.653 -6.966 -23.137 -0.96
H -28.878 -6.001 -23.207 0.47
H -29.399 -7.353 -22.636 0.49
O -30.992 -6.952 -20.954 -0.96
H -30.861 -7.570 -20.274 0.46
H -30.639 -6.216 -20.493 0.48
O -30.741 -8.471 -18.391 -0.93
H -29.824 -8.274 -18.698 0.46
H -30.551 -9.274 -17.884 0.48
O -29.578 -5.302 -19.303 -0.94
H -28.840 -5.490 -19.994 0.48
H -29.489 -6.016 -18.654 0.47
```

For the strongest force on any atom, the calculation gives 2.65 eV/Å. The SMILES is O.O.O.O. The value obtained for the highest occupied orbital energy is -11.16 eV. As for the spin multiplicity: 1. The calculation puts the LUMO energy at 0.02 eV. The gap between HOMO and LUMO is 11.182 eV. The energy above the lowest of the compared OMol25 structures with the same formula, charge and spin is 27.5 kcal/mol. The total energy is -305.73538 a.u.

The following is a DFT calculation (ωB97M-V/def2-TZVPD) of a structure of composition C5H9AgO3.

The geometry in XYZ format:
```
18
Properties=species:S:1:pos:R:3:nbo_charge:R:1
H -1.992 4.725 1.700 0.28
O -1.259 2.057 0.437 -0.68
C -1.392 3.274 0.322 0.52
H -0.691 3.833 -0.324 0.15
H -2.951 4.663 0.230 0.27
C -2.462 4.030 0.987 -0.74
H -3.183 3.375 1.485 0.26
C 0.731 -0.948 -1.341 0.56
O 1.104 -0.219 -2.262 -0.43
Ag 0.032 0.696 -0.235 0.90
O 1.711 -1.370 -0.475 -0.49
C 1.933 -2.655 0.110 -0.07
C 1.061 -3.799 -0.354 -0.65
H 1.823 -2.495 1.190 0.20
H 2.989 -2.867 -0.102 0.22
H 0.002 -3.583 -0.161 0.22
H 1.318 -4.705 0.212 0.25
H 1.227 -4.011 -1.419 0.23
```

For the strongest force on any atom, the calculation gives 4.47 eV/Å. The expectation value of S² is 0.75. The value obtained for the highest occupied orbital energy (spin up / spin down) is -13.95 / -14.68 eV. The total charge is +1. As for the spin multiplicity: 2. The calculation puts the LUMO energy (spin up / spin down) at -4.15 / -6.20 eV. The gap between HOMO and LUMO (spin up / spin down) is 9.796 / 8.485 eV. The energy above the lowest of the compared OMol25 structures with the same formula, charge and spin is 6.2 kcal/mol. The total energy is -568.23660 a.u.

The following is a DFT calculation (ωB97M-V/def2-TZVPD) of a cluster of 11 separate species, C29H58B2F23N6O15S2 in total.

The geometry in XYZ format:
```
135
Properties=species:S:1:pos:R:3:lowdin_charge:R:1
C -0.767 3.656 -1.566 -0.59
F 0.061 4.648 -1.905 0.13
F -1.985 4.218 -1.486 0.14
F -0.729 2.702 -2.530 0.10
S -0.268 2.843 0.167 0.66
O 0.643 3.759 0.782 -0.36
O -1.462 2.646 0.993 -0.33
N 0.634 1.363 -0.304 -0.32
S -0.616 0.340 -0.233 0.58
O -0.887 -0.268 1.085 -0.37
O -1.835 0.794 -0.911 -0.32
C 0.030 -1.237 -1.333 -0.58
F -0.958 -1.944 -1.902 0.14
F 0.732 -0.594 -2.278 0.07
F 0.934 -2.083 -0.747 0.07
C 4.283 -6.296 -4.558 0.04
C 5.529 -5.804 -3.784 -0.33
O 6.177 -4.819 -4.128 0.16
N 6.024 -6.607 -2.597 0.09
H 6.188 -5.913 -1.882 0.18
H 5.265 -7.097 -2.146 0.17
C 7.203 -7.543 -2.910 0.05
H 3.346 -6.050 -4.058 0.11
H 4.279 -7.385 -4.512 0.09
H 4.293 -5.990 -5.605 0.11
H 7.446 -7.991 -1.947 0.10
H 8.112 -6.965 -3.077 0.11
H 6.922 -8.359 -3.577 0.11
C 0.371 1.033 7.315 0.02
C 0.549 2.554 7.174 -0.37
O 1.615 3.040 6.786 0.11
N -0.653 3.406 7.550 0.10
H -0.423 4.323 7.196 0.16
H -1.543 3.077 7.205 0.18
C -0.599 3.879 9.011 0.02
H -0.615 0.570 7.261 0.09
H 0.884 0.771 8.241 0.09
H 0.956 0.585 6.512 0.10
H -0.585 3.048 9.716 0.11
H -1.288 4.700 9.207 0.10
H 0.294 4.488 9.155 0.10
C 4.722 8.767 6.632 -0.01
C 4.662 8.764 5.117 -0.37
O 5.675 8.585 4.460 0.12
N 3.490 9.605 4.529 0.08
H 2.595 9.149 4.642 0.17
H 3.424 10.469 5.048 0.16
C 3.690 9.907 3.037 0.03
H 3.759 8.719 7.141 0.08
H 5.185 9.721 6.886 0.10
H 5.346 7.985 7.064 0.10
H 4.028 9.022 2.497 0.11
H 4.310 10.801 2.973 0.11
H 2.726 10.082 2.558 0.11
C 5.216 2.104 -2.638 0.04
C 6.234 1.668 -1.561 -0.31
O 7.382 1.338 -1.847 0.14
N 5.744 1.457 -0.090 0.11
H 4.738 1.552 -0.100 0.17
H 5.915 0.488 0.137 0.18
C 6.470 2.357 0.909 0.04
H 4.347 1.445 -2.643 0.10
H 5.746 2.122 -3.591 0.10
H 4.798 3.077 -2.381 0.10
H 7.456 1.928 1.087 0.11
H 5.857 2.166 1.790 0.10
H 6.547 3.423 0.697 0.11
C 0.390 -7.201 4.057 0.04
C 1.681 -6.827 4.809 -0.35
O 1.607 -5.958 5.619 0.19
N 2.985 -7.526 4.366 0.10
H 2.811 -7.711 3.389 0.16
H 3.743 -6.862 4.305 0.18
C 3.470 -8.777 5.053 0.03
H 0.247 -8.207 4.452 0.10
H 0.616 -7.174 2.991 0.09
H -0.509 -6.597 4.178 0.11
H 3.882 -8.368 5.976 0.11
H 4.276 -9.276 4.517 0.11
H 2.713 -9.525 5.288 0.11
C -2.658 -11.231 -5.996 -0.46
O -3.208 -11.947 -4.862 -0.11
O -3.769 -10.663 -6.667 -0.27
C -1.462 -10.238 -5.681 -0.60
F -0.381 -10.897 -5.487 0.14
F -1.289 -9.300 -6.691 0.07
F -1.638 -9.439 -4.612 0.10
C -2.379 -12.816 -4.085 -0.25
C -2.676 -12.457 -2.555 -0.07
H -2.576 -11.382 -2.408 0.06
H -3.665 -12.848 -2.316 0.06
H -2.053 -12.977 -1.827 0.04
H -1.310 -12.652 -4.220 0.08
H -2.546 -13.862 -4.345 0.10
H -2.092 -11.908 -6.636 0.12
C -9.449 9.289 0.353 -0.47
O -8.687 10.063 -0.504 -0.11
O -10.712 9.986 0.431 -0.24
C -9.362 7.817 -0.201 -0.53
F -8.157 7.295 -0.384 0.14
F -10.005 7.002 0.717 0.07
F -10.022 7.714 -1.382 0.12
C -7.285 10.179 -0.209 -0.25
C -6.930 11.484 -0.962 -0.09
H -7.107 11.441 -2.037 0.07
H -7.511 12.269 -0.477 0.07
H -5.893 11.820 -0.976 0.05
H -6.752 9.332 -0.641 0.10
H -7.020 10.368 0.831 0.11
H -9.136 9.264 1.397 0.13
C -9.414 -2.623 -5.712 -0.42
O -7.987 -2.378 -5.867 -0.13
O -9.709 -3.841 -6.278 -0.17
C -9.899 -2.267 -4.136 -0.55
F -8.928 -2.558 -3.149 0.05
F -10.295 -1.037 -3.898 0.13
F -10.896 -2.997 -3.753 0.15
C -7.555 -0.997 -5.652 -0.25
C -6.054 -1.178 -5.340 -0.09
H -5.500 -1.668 -6.140 0.07
H -5.475 -0.275 -5.144 0.06
H -6.040 -1.717 -4.392 0.07
H -8.075 -0.538 -4.811 0.10
H -7.676 -0.304 -6.485 0.10
H -9.890 -1.918 -6.394 0.13
B 7.084 -3.534 2.698 -1.53
F 6.160 -3.280 1.783 0.15
F 8.205 -2.832 2.312 0.11
F 6.620 -2.990 3.841 0.14
F 7.319 -4.867 2.742 0.13
B 4.058 11.400 -4.089 -1.50
F 5.127 11.067 -4.899 0.10
F 4.265 12.335 -3.177 0.17
F 2.943 11.864 -4.824 0.06
F 3.812 10.237 -3.543 0.17
```

For the strongest force on any atom, the calculation gives 5.39 eV/Å. The value obtained for the highest occupied orbital energy is -3.16 eV. The total charge is -1. As for the spin multiplicity: 1. The calculation puts the LUMO energy at -2.42 eV. The gap between HOMO and LUMO is 0.737 eV. The total energy is -5739.39346 a.u.

The following is a DFT calculation (ωB97M-V/def2-TZVPD) of a cluster of 2 separate species, C4H7NO in total.

The geometry in XYZ format:
```
13
Properties=species:S:1:pos:R:3:nbo_charge:R:1
C -1.732 -0.691 0.110 -0.20
C -0.614 -1.300 -0.241 -0.07
N 0.470 -0.439 0.079 -0.44
C -0.008 0.602 0.630 0.11
C -1.472 0.618 0.723 -0.56
H -2.796 -0.907 0.013 0.22
H -0.389 -2.313 -0.677 0.22
H 0.568 1.495 1.031 0.20
H -2.053 1.234 -0.015 0.27
H -1.758 0.633 1.787 0.26
O 3.535 0.153 -0.997 -0.95
H 3.064 -0.138 -1.753 0.46
H 2.792 0.100 -0.309 0.48
```

For the strongest force on any atom, the calculation gives 2.84 eV/Å. The SMILES is C1=CN=CC1.O. The value obtained for the highest occupied orbital energy is -9.65 eV. As for the spin multiplicity: 1. The calculation puts the LUMO energy at 0.82 eV. The gap between HOMO and LUMO is 10.473 eV. The energy above the lowest of the compared OMol25 structures with the same formula, charge and spin is 50.5 kcal/mol. The total energy is -286.55114 a.u.

The following is a DFT calculation (ωB97M-V/def2-TZVPD) of a structure of composition C28H35N4O8P2Pd.

The geometry in XYZ format:
```
78
Properties=species:S:1:pos:R:3:lowdin_charge:R:1
Pd 0.003 0.910 -1.850 0.90
O 2.778 1.784 -4.912 -0.14
P 1.985 0.775 -3.980 0.20
O 2.110 -0.615 -4.456 -0.29
O 2.210 1.053 -2.485 -0.39
O 0.413 1.300 -4.226 -0.36
P 0.050 2.918 -3.962 0.19
O -1.498 2.930 -4.401 -0.13
O 0.873 3.719 -4.919 -0.32
O 0.111 3.185 -2.492 -0.33
H 2.307 2.651 -4.980 0.03
H -1.554 2.943 -5.361 0.07
C -0.639 2.205 5.124 -0.05
C -1.635 1.128 4.792 -0.22
C -2.415 0.537 5.778 -0.06
C -3.334 -0.461 5.483 -0.10
C -3.465 -0.889 4.173 -0.09
C -2.690 -0.324 3.168 -0.03
C -1.786 0.693 3.468 -0.20
N -0.981 1.306 2.487 0.14
C -1.070 1.096 1.107 -0.36
N -2.315 1.225 0.598 0.14
C -2.754 0.961 -0.723 -0.17
C -1.896 0.689 -1.782 -0.18
C -2.446 0.365 -3.014 -0.10
C -3.815 0.334 -3.204 -0.09
C -4.660 0.645 -2.148 -0.07
C -4.149 0.952 -0.897 -0.23
C -5.078 1.271 0.248 -0.05
N -0.050 0.876 0.377 0.10
C 1.197 0.562 0.984 -0.25
C 1.375 -0.683 1.579 -0.04
C 2.599 -1.034 2.131 -0.11
C 3.649 -0.126 2.093 -0.10
C 3.455 1.120 1.515 -0.05
C 2.233 1.494 0.954 -0.21
C 2.034 2.853 0.338 -0.03
H -0.740 2.516 6.163 0.07
H -0.777 3.081 4.485 0.08
H 0.391 1.860 4.982 0.09
H -2.298 0.875 6.802 0.11
H -3.933 -0.902 6.269 0.10
H -4.163 -1.679 3.922 0.10
H -2.769 -0.692 2.154 0.11
H -0.042 1.529 2.780 0.13
H -3.015 1.513 1.258 0.11
H -1.780 0.138 -3.837 0.10
H -4.226 0.084 -4.175 0.10
H -5.736 0.644 -2.289 0.10
H -6.114 1.201 -0.080 0.07
H -4.926 2.287 0.630 0.08
H -4.954 0.580 1.089 0.07
H 0.543 -1.379 1.575 0.12
H 2.732 -2.013 2.576 0.10
H 4.613 -0.385 2.515 0.09
H 4.269 1.837 1.499 0.11
H 2.857 3.516 0.608 0.08
H 1.093 3.307 0.651 0.08
H 1.991 2.784 -0.753 0.05
O 0.044 -1.565 -1.628 0.00
C 1.097 -2.187 -1.767 -0.49
C 1.094 -3.647 -2.172 -0.09
C 1.810 -4.634 -1.211 -0.18
C 2.699 -3.985 -0.148 -0.22
C 3.919 -3.265 -0.720 -0.18
C 3.543 -2.300 -1.849 -0.17
N 2.298 -1.611 -1.581 0.08
H 1.547 -3.687 -3.166 0.12
H 0.046 -3.912 -2.289 0.11
H 2.409 -5.339 -1.796 0.11
H 1.049 -5.226 -0.698 0.10
H 3.031 -4.749 0.561 0.10
H 2.100 -3.266 0.417 0.09
H 4.637 -3.995 -1.109 0.11
H 4.412 -2.716 0.087 0.10
H 3.473 -2.834 -2.799 0.11
H 4.311 -1.540 -1.982 0.13
H 2.312 -0.591 -1.578 0.08
```

For the strongest force on any atom, the calculation gives 1.03 eV/Å. The value obtained for the highest occupied orbital energy is -4.55 eV. The total charge is -1. As for the spin multiplicity: 1. The calculation puts the LUMO energy at 2.26 eV. The gap between HOMO and LUMO is 6.808 eV. The total energy is -2719.94668 a.u.

The following is a DFT calculation (ωB97M-V/def2-TZVPD) of a structure of composition C2H5Br3NO.

The geometry in XYZ format:
```
12
Properties=species:S:1:pos:R:3:nbo_charge:R:1
C -0.950 -0.031 0.373 -0.41
C 0.178 -0.945 0.704 0.00
N -1.634 -0.130 -0.837 -0.84
O 2.080 0.489 -0.494 -0.79
Br 0.890 -0.719 2.363 0.38
Br 1.099 -2.116 -0.472 0.38
Br 1.603 2.387 -0.680 0.33
H -0.640 1.102 0.633 0.32
H -1.762 -0.135 1.166 0.31
H -2.528 0.322 -1.022 0.42
H -1.355 -0.787 -1.498 0.40
H 3.020 0.562 -0.234 0.48
```

For the strongest force on any atom, the calculation gives 2.67 eV/Å. The expectation value of S² is 2.01. The value obtained for the highest occupied orbital energy (spin up / spin down) is -12.06 / -13.52 eV. The total charge is +1. As for the spin multiplicity: 3. The calculation puts the LUMO energy (spin up / spin down) at -6.68 / -7.20 eV. The gap between HOMO and LUMO (spin up / spin down) is 5.379 / 6.329 eV. The energy above the lowest of the compared OMol25 structures with the same formula, charge and spin is 14.6 kcal/mol. The total energy is -7930.74510 a.u.